[1]
# C11H11NO2

C11H11NO2 as an isolated structure in a non-equilibrium geometry (ωB97M-V with the def2-TZVPD basis set, OMol25).

```
! RIJCOSX wB97M-V def2-TZVPD def2/J DEFGRID3
* xyz 0 3
C 2.3724 -1.4688 -1.9416
C 1.1964 -1.5055 -2.7560
C 2.4152 -0.7986 -0.7676
C 0.0332 -0.9580 -2.3514
C 1.3510 0.8007 0.6750
C -1.2339 -0.1424 -0.4741
C 1.2776 -0.0359 -0.3288
C -0.0104 -0.3743 -1.0472
C -2.3252 1.4160 1.2152
C 0.1317 1.5589 1.1188
C -1.0436 0.6321 1.2618
N -0.9938 -0.4355 2.1222
O -2.4218 2.6179 1.1506
O -3.3533 0.6167 1.5463
H 3.1165 -2.1696 -2.2668
H 1.2966 -2.1150 -3.5879
H 3.1283 -0.8337 -0.0513
H -1.0310 -1.0039 -2.7679
H 2.1623 1.2690 1.0680
H -2.1451 0.1493 -0.9039
H 0.4068 2.0050 2.1333
H -0.1679 2.4292 0.5293
H -0.6054 -1.2378 1.5982
H -2.9851 -0.2328 1.8098
H -0.5715 -0.1832 3.0158
*
```

- Frontier orbital gap (alpha / beta): 6.96 / 7.17 eV
- ΔE to the lowest compared entry with this formula, charge and spin: 0.0 kcal/mol
- Highest occupied orbital energy (alpha / beta): -6.262 / -9.507 eV
- Expectation value of S²: 2.026



[2]
# C18H13BF6O

C18H13BF6O as an isolated structure in a non-equilibrium geometry (ωB97M-V with the def2-TZVPD basis set, OMol25).

```
! RIJCOSX wB97M-V def2-TZVPD def2/J DEFGRID3
* xyz 0 1
C -4.7073 1.2144 0.9902
C -3.5118 0.4365 1.3561
C -3.3540 -0.9612 1.4048
C -2.0649 -1.1655 1.7864
C -1.2617 0.0687 1.4088
B 0.2050 -0.8497 -3.4697
F 1.2486 -1.7074 -3.3595
F -0.9969 -1.3629 -3.1737
F -0.4664 0.5531 2.4398
O -2.2994 1.0611 1.3419
H -5.5504 0.4769 0.9830
H -4.9556 2.0446 1.7033
H -4.6468 1.7132 -0.0279
H -4.1225 -1.7358 1.3841
H -1.6613 -2.1084 2.0714
F 4.4261 -2.3749 -0.5774
C 3.3290 -1.9866 0.1289
C 3.4178 -1.9878 1.5188
C 2.2512 -1.7490 2.2013
F 2.2250 -1.7134 3.5859
C 1.0283 -1.5892 1.5670
C 0.9796 -1.3235 0.1971
C -0.2482 -0.3288 -0.0217
C 0.3480 0.7763 -0.9880
C 0.5781 1.8349 -0.1568
C 1.3511 2.9132 -0.4740
C 1.8964 3.0184 -1.7626
C 1.5135 2.0441 -2.6717
F 1.8484 2.1822 -3.9889
C 0.8380 0.8755 -2.3251
C 2.1599 -1.6260 -0.5745
H 4.3531 -2.1627 2.0578
H 0.1163 -1.4028 2.1202
H -1.1452 -0.8708 -0.5270
H 0.1615 1.7382 0.8112
H 1.5367 3.6380 0.2796
H 2.4660 3.8633 -2.0473
H 0.5098 0.2170 -3.5223
H 2.2051 -1.6634 -1.6693
*
```

- Frontier orbital gap: 2.71 eV
- ΔE to the lowest compared entry with this formula, charge and spin: 150.1 kcal/mol
- Highest occupied orbital energy: -5.625 eV



[3]
# C3H6ErO4

C3H6ErO4 as an isolated structure in a non-equilibrium geometry (ωB97M-V with the def2-TZVPD basis set, OMol25).

```
! RIJCOSX wB97M-V def2-TZVPD def2/J DEFGRID3
* xyz 1 4
O 1.6723 -0.9955 -0.2345
C 0.3663 -1.4774 -0.5512
C -0.5597 -1.1742 0.6174
O -1.8939 -0.9920 0.1662
C -2.4649 0.2086 -0.0571
O -3.6670 0.2363 -0.2204
O -1.7502 1.2948 0.0387
H 2.3519 -1.6115 -0.5307
H 0.3996 -2.5594 -0.7262
H 0.0265 -1.0153 -1.4896
H -0.2324 -0.3305 1.2433
H -0.5629 -2.0235 1.3105
Er 2.5861 1.3882 -0.1919
H -0.7832 1.5012 -0.5042
*
```

- Frontier orbital gap (alpha / beta): 6.84 / 6.77 eV
- ΔE to the lowest compared entry with this formula, charge and spin: 0.0 kcal/mol
- Highest occupied orbital energy (alpha / beta): -11.458 / -12.403 eV
- Expectation value of S²: 3.755



[4]
# C35H29N6O4SV

C35H29N6O4SV as an isolated structure (ωB97M-V with the def2-TZVPD basis set, OMol25).

```
! RIJCOSX wB97M-V def2-TZVPD def2/J DEFGRID3
* xyz 0 1
V -1.0156 0.5512 0.1734
O 3.1358 -0.6875 5.8972
N 3.7442 -0.6284 4.8418
O 4.9536 -0.7315 4.7544
C 2.9788 -0.4440 3.5954
C 3.7019 -0.5435 2.4498
C 3.0784 -0.4199 1.1777
C 3.7791 -0.5349 -0.0392
C 3.0857 -0.4241 -1.2150
C 1.7017 -0.1970 -1.1738
N 1.0324 -0.0711 -0.0442
C 1.7019 -0.1824 1.1207
C 0.9434 -0.0459 2.3433
N -0.3698 0.2234 2.1888
C -1.1336 0.3570 3.2550
C -0.6204 0.2292 4.5454
C 0.7141 -0.0335 4.7276
C 1.5555 -0.1833 3.6027
H 4.7640 -0.7279 2.5089
H 4.8487 -0.7029 -0.0327
H 3.5878 -0.4962 -2.1697
H 1.1100 -0.0912 -2.0759
H -2.1725 0.5958 3.0633
H -1.2788 0.3513 5.3938
H 1.1172 -0.1211 5.7204
S -2.3365 0.3412 -2.0989
C -3.0318 0.5778 -0.6190
N -3.2916 0.6813 0.5302
C -0.4273 3.5949 2.5835
C -0.0977 4.2387 1.2700
C 0.2826 5.5718 1.2035
C 0.5968 6.1690 -0.0077
C 0.5296 5.4210 -1.1742
C 0.1513 4.0867 -1.1507
C 0.0613 3.2826 -2.4139
C -0.1730 3.4843 0.0828
N -0.5727 2.1726 0.1091
H -0.3780 4.3207 3.3954
H 0.2735 2.7865 2.8080
H -1.4256 3.1516 2.5611
H 0.3322 6.1489 2.1202
H 0.8907 7.2102 -0.0430
H 0.7726 5.8812 -2.1255
H 0.3875 3.8713 -3.2719
H -0.9571 2.9311 -2.5863
H 0.6804 2.3845 -2.3499
C 2.2353 -2.8741 -3.9202
O 1.4193 -3.7216 -3.1208
C 0.0806 -3.4072 -3.0626
C -0.6630 -3.0484 -4.1733
C -2.0324 -2.8629 -4.0503
C -2.6565 -3.0708 -2.8319
C -1.9172 -3.4317 -1.7188
C -0.5420 -3.5705 -1.8226
N 0.2937 -4.0293 -0.7793
C 0.0855 -4.2118 0.5140
C -0.8718 -3.6971 1.3856
C -1.0880 -4.4243 2.6006
C -2.0561 -4.0594 3.4753
C -2.8558 -2.9183 3.1791
C -2.6312 -2.1408 2.0871
C -1.5651 -2.4458 1.1721
O -1.2041 -1.6599 0.2545
H 1.9656 -2.9315 -4.9746
H 3.2562 -3.2270 -3.7994
H 2.1552 -1.8390 -3.5831
H -0.1775 -2.9343 -5.1321
H -2.6139 -2.5672 -4.9130
H -3.7232 -2.9298 -2.7345
H -2.4175 -3.6110 -0.7798
H 1.1471 -4.4311 -1.1443
H 0.7968 -4.9113 0.9469
H -0.4842 -5.3059 2.7863
H -2.2350 -4.6301 4.3755
H -3.6601 -2.6538 3.8559
H -3.2241 -1.2613 1.8694
*
```

- Frontier orbital gap (alpha / beta): 4.77 / 4.78 eV
- ΔE to the lowest compared entry with this formula, charge and spin: 0.0 kcal/mol
- Highest occupied orbital energy (alpha / beta): -6.261 / -6.273 eV



[5]
# C5H8Cl2Si

One molecule with the formula C5H8Cl2Si in a non-equilibrium geometry (ωB97M-V with the def2-TZVPD basis set, OMol25).

```
! RIJCOSX wB97M-V def2-TZVPD def2/J DEFGRID3
* xyz 0 1
C -0.0126 -0.9205 1.2829
C -0.5832 -0.6363 0.1369
C 1.5304 -0.9008 1.3735
C 0.0574 -0.0861 -1.0657
C -0.3367 1.3751 -1.2858
Si 2.3868 -0.0074 -0.0181
Cl 3.7078 -1.2981 -0.7522
Cl 3.0960 1.7238 0.5352
H -0.6558 -1.3679 2.0423
H -1.7381 -0.7458 0.1672
H 1.7257 -0.5928 2.4760
H 1.7369 -1.9045 1.3433
H 0.0971 -0.8440 -1.9976
H -0.1226 2.0092 -0.3089
H -1.5054 1.2672 -1.4123
H 0.1509 1.6780 -2.2301
*
```

- Frontier orbital gap: 8.63 eV
- ΔE to the lowest compared entry with this formula, charge and spin: 53.3 kcal/mol
- Highest occupied orbital energy: -8.241 eV



[6]
# C22H42ClF9N4O9PS2

A 4-piece molecular cluster, C22H42ClF9N4O9PS2 overall in a non-equilibrium geometry (ωB97M-V with the def2-TZVPD basis set, OMol25).

```
! RIJCOSX wB97M-V def2-TZVPD def2/J DEFGRID3
* xyz -1 1
C 6.7372 0.3826 0.4979
C 6.1979 0.0452 -1.0261
O 6.6690 0.7301 -2.0941
O 5.2094 -1.0125 -1.3035
C 3.9188 -0.6319 -0.6529
C 2.7796 -1.8514 -0.7794
N 2.6139 -2.4032 0.6095
C 2.9591 -3.8636 0.7367
Cl 2.7877 -4.5295 2.5000
P 4.8708 -4.0269 0.3867
S 5.2778 -4.7745 -1.3607
C 2.0525 -4.8821 -0.1882
O 1.9678 -4.8715 -1.5231
O 1.2640 -5.9670 0.4870
S 1.1757 -1.9181 1.4291
O 1.5708 -1.5381 2.9108
O 0.0592 -3.0287 1.5226
C 0.3052 -0.3914 0.7603
F 1.2252 0.7019 0.3329
F -0.5206 -0.8416 -0.4221
C -0.6758 0.3017 1.9240
F 0.1818 1.1602 2.8239
F -1.2996 -0.7090 2.8272
C -1.9002 1.1937 1.2995
F -2.5698 1.8634 2.4775
F -2.9753 0.3064 0.7189
C -1.4424 2.4080 0.2986
F -1.1939 1.9484 -1.1104
F -2.5965 3.3669 0.2151
F -0.2809 3.2036 0.7623
H 7.8607 0.0792 0.6333
H 6.5196 1.5242 0.6816
H 6.0935 -0.2505 1.2538
H 4.0447 -0.3460 0.4839
H 3.5050 0.2857 -1.2620
H 3.2740 -2.6162 -1.5528
H 1.7910 -1.4935 -1.3065
H 5.4504 -4.9524 1.3685
H 5.5460 -2.7575 0.6237
C 4.8581 3.5543 -1.7405
C 3.6275 3.5605 -0.8368
C 2.8435 4.8931 -0.8646
O 3.4579 5.9568 -0.1288
C 4.5118 6.6122 -0.8166
N 4.0385 3.2054 0.5295
H 5.7023 4.0994 -1.3086
H 5.2001 2.5269 -1.9100
H 4.6305 3.9937 -2.7173
H 2.9534 2.7780 -1.2058
H 1.8746 4.7239 -0.3811
H 2.6228 5.2110 -1.8916
H 4.3287 6.6731 -1.8930
H 5.4571 6.1077 -0.6154
H 4.5949 7.6301 -0.4214
H 3.2026 3.1112 1.1074
H 4.5152 4.0218 0.9249
C -0.9977 -6.0001 -2.8438
C -1.8680 -4.7723 -2.5867
C -3.2928 -5.1137 -2.0920
O -4.1747 -5.5939 -3.1128
C -4.0048 -6.9651 -3.4360
N -1.9032 -3.9502 -3.8052
H -1.2413 -6.5012 -3.7851
H 0.0580 -5.7118 -2.9045
H -1.0966 -6.7288 -2.0324
H -1.3788 -4.1911 -1.7957
H -3.7505 -4.1899 -1.7202
H -3.2701 -5.8086 -1.2429
H -3.7362 -7.5660 -2.5628
H -3.2559 -7.0718 -4.2211
H -4.9525 -7.3403 -3.8363
H -2.4001 -3.0829 -3.5992
H -2.5153 -4.4264 -4.4750
C -6.9145 4.0255 4.2892
C -5.7284 3.5172 3.4732
C -5.9119 3.6758 1.9460
O -6.7997 2.7209 1.3540
C -8.1766 3.0275 1.5080
N -5.4615 2.1190 3.8416
H -7.7596 3.3311 4.2842
H -6.6245 4.1612 5.3374
H -7.2641 4.9929 3.9137
H -4.8581 4.1191 3.7612
H -4.9393 3.5056 1.4705
H -6.2098 4.6977 1.6786
H -8.3671 4.1038 1.4760
H -8.5512 2.5982 2.4375
H -8.7244 2.5543 0.6863
H -4.6084 1.8150 3.3711
H -6.1933 1.5463 3.4095
*
```

- Frontier orbital gap: 5.82 eV
- Highest occupied orbital energy: -4.957 eV